a.
This record from the OMol25 dataset describes a 2-piece molecular cluster, C6H14O2 overall. The level of theory is ωB97M-V/def2-TZVPD.

XYZ file:
```
22
C6H14O2, DFT ωB97M-V/def2-TZVPD
C -1.73 2.82 -0.08
C -1.68 1.66 0.92
C -0.38 0.97 1.03
C -0.29 -0.52 0.45
C -1.22 -1.11 -0.58
C -0.68 -2.09 -1.42
O 0.30 -2.73 -1.15
H -2.62 3.51 -0.03
H -1.60 2.60 -1.00
H -0.78 3.39 0.23
H -2.17 0.78 0.77
H -1.90 2.21 1.92
H 0.04 0.98 2.05
H 0.28 1.53 0.41
H -0.51 -1.13 1.38
H 0.80 -0.75 0.41
H -2.11 -1.80 -0.08
H -1.78 -0.32 -0.89
H -1.24 -2.37 -2.30
O 6.42 -2.16 -0.64
H 6.78 -2.76 -0.07
H 6.09 -2.71 -1.32
```

## Properties
Charge: 0
SMILES string: CCCCCC=O.O
HOMO energy, eV: -9.85
2S+1: 1



b.
This record from the OMol25 dataset describes one molecule with the formula C6H14O2. The level of theory is ωB97M-V/def2-TZVPD.

XYZ file:
```
22
C6H14O2, DFT ωB97M-V/def2-TZVPD
C -2.88 0.38 -0.22
C -1.57 -0.40 -0.19
O -1.41 -1.15 -1.32
C -0.33 0.68 -0.01
C 1.00 0.03 0.15
C 2.08 0.70 -0.69
C 1.41 -0.23 1.58
O 0.90 -1.53 -0.51
H -2.89 1.06 -1.07
H -3.02 0.94 0.70
H -3.71 -0.32 -0.33
H -1.52 -1.02 0.72
H -0.41 -1.61 -1.16
H -0.58 1.28 0.85
H -0.39 1.28 -0.91
H 2.18 1.74 -0.38
H 3.04 0.20 -0.57
H 1.79 0.67 -1.73
H 2.36 -0.77 1.62
H 1.53 0.73 2.10
H 0.64 -0.80 2.10
H 1.79 -1.85 -0.71
```

## Properties
Charge: 0
SMILES string: C[C@@H](O)CC(C)(C)O
HOMO energy, eV: -8.98
2S+1: 1



c.
This record from the OMol25 dataset describes one molecule with the formula C6H14O2. The level of theory is ωB97M-V/def2-TZVPD.

XYZ file:
```
22
C6H14O2, DFT ωB97M-V/def2-TZVPD
C 2.52 -0.77 -0.48
C 1.02 -1.01 -0.60
C 0.15 0.17 0.20
C 0.22 1.50 -0.53
O 0.62 0.36 1.50
C -1.22 -0.49 0.19
C -2.28 0.45 1.07
O -1.75 -0.70 -1.09
H 2.82 0.15 -0.98
H 3.07 -1.59 -0.93
H 2.81 -0.71 0.57
H 0.78 -2.01 -0.24
H 0.72 -0.96 -1.65
H -0.44 2.22 -0.05
H 1.24 1.87 -0.48
H -0.08 1.38 -1.57
H 0.63 -0.48 1.96
H -1.18 -1.45 0.70
H -3.17 -0.14 1.28
H -1.81 0.74 2.00
H -2.56 1.34 0.51
H -2.11 0.14 -1.39
```

## Properties
Charge: 0
SMILES string: CC[C@](C)(O)[C@@H](C)O
HOMO energy, eV: -9.33
2S+1: 1



d.
This record from the OMol25 dataset describes C6H14O2 as an isolated structure. The level of theory is ωB97M-V/def2-TZVPD.

XYZ file:
```
22
C6H14O2, DFT ωB97M-V/def2-TZVPD
C -0.02 -0.77 0.02
C -0.55 0.42 0.55
C -0.39 -1.14 -1.40
C 0.25 -1.95 0.92
C 1.16 1.85 -0.30
C -1.70 1.19 0.00
O 1.71 -0.10 -0.19
O -0.43 0.65 1.93
H 0.47 0.42 2.19
H 2.53 -0.56 -0.47
H -1.52 2.27 0.10
H 0.29 -1.90 -1.78
H -0.34 -0.29 -2.07
H -1.41 -1.55 -1.44
H -0.70 -2.44 1.17
H 0.89 -2.69 0.44
H 0.72 -1.66 1.86
H 2.21 2.00 -0.49
H 0.81 2.32 0.61
H 0.53 1.99 -1.18
H -2.61 0.97 0.57
H -1.89 0.97 -1.04
```

## Properties
Charge: 0
HOMO energy (alpha / beta), eV: -6.94 / -6.94
2S+1: 1



Most stable to least stable, the ends of the list are c and d.



a.
This record from the OMol25 dataset describes one molecule with the formula C4H4O3. The level of theory is ωB97M-V/def2-TZVPD.

XYZ file:
```
11
C4H4O3, DFT ωB97M-V/def2-TZVPD
C -1.20 0.32 -0.72
C -0.51 -0.90 -0.17
O -0.85 -2.05 -0.34
C 0.74 -0.64 0.74
O 1.14 -1.44 1.54
C 1.48 0.68 0.53
O 1.70 1.07 -0.59
H -1.81 0.77 0.06
H -1.83 0.07 -1.58
H -0.45 1.05 -1.03
H 1.81 1.22 1.43
```

## Properties
Charge: 0
SMILES string: CC(=O)C(=O)C=O
HOMO energy, eV: -9.84
2S+1: 1



b.
This record from the OMol25 dataset describes one molecule with the formula C4H4O3. The level of theory is ωB97M-V/def2-TZVPD.

XYZ file:
```
11
C4H4O3, DFT ωB97M-V/def2-TZVPD
O 2.06 -0.91 0.11
C 0.93 -0.14 0.09
C 0.87 1.20 0.32
O -0.37 1.68 0.21
C -1.22 0.71 -0.06
C -0.53 -0.44 -0.15
O -1.01 -1.69 -0.31
H 1.87 -1.76 -0.22
H 1.63 1.97 0.48
H -2.26 0.96 -0.35
H -1.96 -1.60 -0.12
```

## Properties
Charge: 0
SMILES string: Oc1cocc1O
HOMO energy, eV: -8.59
2S+1: 1



Most stable to least stable, the ends of the list are a and b.



a.
This record from the OMol25 dataset describes one molecule with the formula C4H4O3. The level of theory is ωB97M-V/def2-TZVPD.

XYZ file:
```
11
C4H4O3, DFT ωB97M-V/def2-TZVPD
C -1.40 0.43 -0.63
C -0.33 -0.41 0.02
O -0.18 -1.62 -0.15
C 0.58 -0.32 1.23
O 0.35 -0.68 2.35
C 1.86 0.11 0.21
O 1.24 0.42 -0.79
H -2.30 0.18 -0.06
H -1.53 0.09 -1.66
H -1.25 1.52 -0.63
H 2.96 0.27 0.10
```

## Properties
Charge: 0
SMILES string: CC(=O)C(=O)C=O
HOMO energy, eV: -9.48
2S+1: 1



b.
This record from the OMol25 dataset describes C4H4O3 as an isolated structure. The level of theory is ωB97M-V/def2-TZVPD.

XYZ file:
```
11
C4H4O3, DFT ωB97M-V/def2-TZVPD
O -0.39 1.79 -1.68
C -0.57 1.07 -0.75
O -1.74 0.83 -0.07
C -1.18 -0.34 0.60
C 0.19 0.04 0.06
C 1.51 -0.54 -0.14
O 1.27 0.41 0.89
H -1.63 -1.23 0.18
H -1.31 -0.31 1.68
H 2.11 -0.17 -0.97
H 1.73 -1.55 0.20
```

## Properties
Charge: 0
HOMO energy, eV: -10.56
2S+1: 1



Most stable to least stable, the ends of the list are b and a.



a.
This record from the OMol25 dataset describes one molecule with the formula C4H4O3. The level of theory is ωB97M-V/def2-TZVPD.

XYZ file:
```
11
C4H4O3, DFT ωB97M-V/def2-TZVPD
C -1.80 0.04 0.15
C -0.44 -0.38 -0.31
O -0.20 -1.20 -1.17
C 0.77 0.27 0.38
O 0.65 0.99 1.35
C 2.13 -0.01 -0.26
O 2.62 0.79 -1.01
H -1.92 -0.17 1.22
H -2.56 -0.49 -0.42
H -1.91 1.12 0.03
H 2.66 -0.95 0.03
```

## Properties
Charge: 0
SMILES string: CC(=O)C(=O)C=O
HOMO energy, eV: -9.77
2S+1: 1



b.
This record from the OMol25 dataset describes C4H4O3 as an isolated structure. The level of theory is ωB97M-V/def2-TZVPD.

XYZ file:
```
11
C4H4O3, DFT ωB97M-V/def2-TZVPD
O -0.50 1.30 -1.30
C -0.84 0.89 -0.13
C 0.30 0.10 0.28
C -0.21 -1.12 0.94
O -1.29 -0.82 0.07
C 1.03 0.38 -0.92
O 1.79 1.04 -0.14
H -1.63 1.38 0.45
H 0.30 -2.05 0.70
H -0.43 -1.04 2.00
H 1.29 -0.07 -1.88
```

## Properties
Charge: 0
HOMO energy, eV: -10.11
2S+1: 1



c.
This record from the OMol25 dataset describes C4H4O3 as an isolated structure. The level of theory is ωB97M-V/def2-TZVPD.

XYZ file:
```
11
C4H4O3, DFT ωB97M-V/def2-TZVPD
C -1.85 0.04 0.19
C -0.50 -0.40 -0.26
O -0.28 -1.24 -1.11
C 0.71 0.28 0.38
O 0.61 1.13 1.24
C 2.05 -0.25 -0.04
O 2.79 0.44 -0.84
H -1.95 -0.08 1.27
H -2.63 -0.52 -0.33
H -1.97 1.11 -0.01
H 3.19 -0.59 -0.41
```

## Properties
Charge: 0
HOMO energy, eV: -9.08
2S+1: 1



d.
This record from the OMol25 dataset describes C4H4O3 as an isolated structure. The level of theory is ωB97M-V/def2-TZVPD.

XYZ file:
```
11
C4H4O3, DFT ωB97M-V/def2-TZVPD
C -0.79 0.07 0.39
C 0.29 0.03 -0.34
C -1.57 -0.05 -0.87
C 1.73 -0.06 -0.14
O -2.67 -0.13 -1.24
O -0.39 0.11 -1.58
O -0.98 -0.09 1.86
H 2.02 -0.97 -0.70
H 1.76 -0.17 0.92
H 2.40 0.77 -0.45
H -1.80 0.50 2.15
```

## Properties
Charge: 0
HOMO energy, eV: -9.39
2S+1: 1



Most stable to least stable, the ends of the list are a and b.



a.
This record from the OMol25 dataset describes one molecule with the formula C4H4O3. The level of theory is ωB97M-V/def2-TZVPD.

XYZ file:
```
11
C4H4O3, DFT ωB97M-V/def2-TZVPD
O -2.00 0.79 0.66
C -0.96 1.08 0.10
C 0.00 -0.02 -0.24
C 1.37 0.35 -0.73
O 1.76 1.49 -0.78
C -0.31 -1.19 0.61
O -0.69 -1.31 -0.71
H -0.69 2.12 -0.11
H 2.03 -0.49 -1.00
H 0.50 -1.85 0.91
H -1.14 -0.83 1.22
```

## Properties
Charge: 0
SMILES string: O=CC1(C=O)CO1
HOMO energy, eV: -10.21
2S+1: 1



b.
This record from the OMol25 dataset describes one molecule with the formula C4H4O3. The level of theory is ωB97M-V/def2-TZVPD.

XYZ file:
```
11
C4H4O3, DFT ωB97M-V/def2-TZVPD
C 1.29 -0.94 -0.63
C 0.74 0.27 0.06
O 1.30 1.34 0.15
C -0.62 0.12 0.75
O -0.80 -0.65 1.66
C -1.77 1.01 0.26
O -1.72 1.61 -0.78
H 1.31 -1.79 0.07
H 2.29 -0.74 -1.01
H 0.62 -1.22 -1.45
H -2.66 0.98 0.92
```

## Properties
Charge: 0
SMILES string: CC(=O)C(=O)C=O
HOMO energy, eV: -9.80
2S+1: 1



c.
This record from the OMol25 dataset describes a 2-piece molecular cluster, C4H4O3 overall. The level of theory is ωB97M-V/def2-TZVPD.

XYZ file:
```
11
C4H4O3, DFT ωB97M-V/def2-TZVPD
C -1.13 0.64 1.09
C -0.64 0.43 -0.32
C -1.45 0.82 -1.29
C 1.57 -0.44 0.03
O -2.07 1.06 -2.28
O -2.09 1.34 1.35
O 1.60 -1.50 -0.81
H -0.73 0.10 1.93
H 2.35 0.26 -0.36
H 1.44 -0.43 1.10
H 1.14 -2.28 -0.45
```

## Properties
Charge: 0
HOMO energy (alpha / beta), eV: -8.81 / -8.81
2S+1: 1



Most stable to least stable, the ends of the list are b and c.



a.
This record from the OMol25 dataset describes a 2-piece molecular cluster, C4H4O3 overall. The level of theory is ωB97M-V/def2-TZVPD.

XYZ file:
```
11
C4H4O3, DFT ωB97M-V/def2-TZVPD
O 0.47 -3.17 -1.09
C 0.30 -2.46 -0.22
O 0.55 -0.13 -1.91
C 0.87 0.42 -0.88
C -0.13 1.07 0.05
C -0.92 0.39 1.08
O 0.21 1.19 1.41
H -0.56 1.97 -0.40
H 1.93 0.57 -0.62
H -0.84 -0.68 1.26
H -1.88 0.84 1.32
```

## Properties
Charge: 0
HOMO energy, eV: -10.21
2S+1: 1



b.
This record from the OMol25 dataset describes one molecule with the formula C4H4O3. The level of theory is ωB97M-V/def2-TZVPD.

XYZ file:
```
11
C4H4O3, DFT ωB97M-V/def2-TZVPD
C -1.88 0.06 0.17
C -0.53 -0.37 -0.29
O -0.29 -1.19 -1.15
C 0.66 0.34 0.37
O 0.56 1.15 1.27
C 1.91 -0.28 0.05
O 2.80 0.26 -0.72
H -1.97 -0.12 1.24
H -2.65 -0.50 -0.38
H -2.01 1.13 0.01
H 3.41 -0.48 -0.56
```

## Properties
Charge: 0
HOMO energy, eV: -9.01
2S+1: 1



c.
This record from the OMol25 dataset describes one molecule with the formula C4H4O3. The level of theory is ωB97M-V/def2-TZVPD.

XYZ file:
```
11
C4H4O3, DFT ωB97M-V/def2-TZVPD
O 1.52 0.51 0.95
C 1.16 -0.43 0.14
C 0.15 0.45 -0.44
C -0.83 1.47 -0.21
O 0.10 1.35 -1.37
C -0.76 -1.72 0.17
O 0.41 -1.63 0.70
H 1.90 -0.90 -0.53
H -1.87 1.27 -0.46
H -0.59 2.30 0.45
H -1.18 -2.66 0.59
```

## Properties
Charge: 0
HOMO energy, eV: -8.82
2S+1: 1



Most stable to least stable, the ends of the list are a and c.



a.
This record from the OMol25 dataset describes a 2-piece molecular cluster, C20H26N2O5S overall. The level of theory is ωB97M-V/def2-TZVPD.

XYZ file:
```
54
C20H26N2O5S, DFT ωB97M-V/def2-TZVPD
C 2.55 1.66 -2.82
O 2.07 0.48 -2.16
C 1.11 -0.20 -2.82
O 0.77 0.05 -3.96
C 0.55 -1.31 -1.94
C 1.45 -2.56 -2.08
C 0.51 -3.73 -2.36
C -0.91 -3.18 -2.36
N -0.79 -1.74 -2.24
C -1.91 -0.95 -2.11
C -2.09 0.25 -2.73
C -3.43 0.77 -3.12
C -4.63 0.12 -2.40
C -4.18 -0.53 -1.10
C -3.09 -1.56 -1.34
H 3.30 2.04 -2.14
H 2.99 1.42 -3.79
H 1.74 2.38 -2.96
H 0.62 -0.92 -0.91
H 2.19 -2.44 -2.88
H 1.98 -2.67 -1.13
H 0.74 -4.20 -3.32
H 0.62 -4.50 -1.58
H -1.46 -3.46 -3.27
H -1.48 -3.62 -1.52
H -1.24 0.79 -3.14
H -3.43 1.85 -2.90
H -3.58 0.69 -4.21
H -5.38 0.89 -2.20
H -5.11 -0.63 -3.05
H -3.75 0.26 -0.47
H -5.03 -0.98 -0.57
H -3.51 -2.43 -1.88
H -2.73 -1.94 -0.37
C 4.54 0.11 5.48
C 3.35 0.87 4.96
C 2.13 0.83 5.64
C 0.99 1.44 5.09
C 1.08 2.07 3.85
S -0.42 2.69 3.01
O -1.56 2.62 3.89
O -0.05 3.92 2.34
N -0.90 1.50 1.55
C -1.60 1.82 0.60
O -2.27 2.13 -0.33
C 2.32 2.25 3.25
C 3.45 1.63 3.80
H 5.40 0.25 4.82
H 4.82 0.42 6.49
H 4.33 -0.97 5.53
H 2.07 0.31 6.60
H 0.04 1.41 5.62
H 2.41 2.85 2.35
H 4.42 1.73 3.31
```

## Properties
Charge: 0
SMILES string: COC(=O)[C@@H]1CCCN1C1=CCCCC1.Cc1ccc(S(=O)(=O)N=C=O)cc1
HOMO energy, eV: -7.03
2S+1: 1



b.
This record from the OMol25 dataset describes a 2-piece molecular cluster, C20H26N2O5S overall. The level of theory is ωB97M-V/def2-TZVPD.

XYZ file:
```
54
C20H26N2O5S, DFT ωB97M-V/def2-TZVPD
C -1.62 -5.04 -2.14
O -2.57 -4.00 -1.85
C -1.97 -2.86 -1.47
O -0.76 -2.76 -1.35
C -2.97 -1.76 -1.19
C -3.83 -2.06 0.05
C -3.96 -0.74 0.79
C -3.14 0.29 0.00
N -2.31 -0.49 -0.94
C -1.58 0.19 -1.91
C -0.23 0.08 -2.15
C 0.36 0.57 -3.43
C -0.35 1.77 -4.03
C -1.85 1.52 -4.11
C -2.40 1.20 -2.73
H -2.24 -5.87 -2.47
H -0.93 -4.72 -2.92
H -1.05 -5.30 -1.24
H -3.64 -1.71 -2.08
H -4.79 -2.46 -0.28
H -3.34 -2.81 0.69
H -5.01 -0.42 0.85
H -3.57 -0.81 1.81
H -3.83 0.96 -0.53
H -2.51 0.92 0.64
H 0.40 -0.56 -1.53
H 1.42 0.82 -3.34
H 0.32 -0.26 -4.16
H -0.17 2.65 -3.39
H 0.06 1.99 -5.02
H -2.35 2.40 -4.51
H -2.05 0.69 -4.80
H -3.44 0.83 -2.84
H -2.46 2.15 -2.17
C 2.36 1.56 6.46
C 2.98 1.48 5.10
C 2.95 2.60 4.26
C 3.51 2.54 2.99
C 4.07 1.34 2.55
S 4.67 1.22 0.86
O 4.95 2.53 0.37
O 5.62 0.15 0.78
N 2.99 0.63 0.05
C 2.88 0.43 -1.15
O 2.91 0.21 -2.32
C 4.14 0.22 3.38
C 3.58 0.29 4.66
H 2.45 0.61 7.00
H 2.83 2.34 7.07
H 1.29 1.81 6.41
H 2.49 3.53 4.61
H 3.50 3.40 2.33
H 4.61 -0.69 3.03
H 3.60 -0.58 5.32
```

## Properties
Charge: 0
SMILES string: COC(=O)[C@H]1CCCN1C1=CCCCC1.Cc1ccc(S(=O)(=O)N=C=O)cc1
HOMO energy, eV: -7.82
2S+1: 1



Most stable to least stable, the ends of the list are b and a.



a.
This record from the OMol25 dataset describes a 4-piece molecular cluster, C2H14N2O3 overall. The level of theory is ωB97M-V/def2-TZVPD.

XYZ file:
```
21
C2H14N2O3, DFT ωB97M-V/def2-TZVPD
C 1.50 0.33 -2.11
N 1.74 -0.05 -0.70
C 0.75 -1.04 -0.28
N 0.83 -1.25 1.16
H 0.54 0.84 -2.12
H 2.28 0.98 -2.47
H 1.45 -0.56 -2.75
H 2.63 -0.50 -0.58
H 0.90 -2.04 -0.72
H -0.21 -0.83 -0.78
H 0.53 -0.40 1.63
H -0.02 -1.77 1.38
O 0.27 2.50 0.28
H 0.69 1.67 0.01
H 0.53 3.19 -0.34
O -2.14 -1.56 1.74
H -2.51 -1.25 0.91
H -2.87 -1.50 2.32
O -2.23 0.73 -0.18
H -1.31 0.45 -0.28
H -2.12 1.31 0.59
```

## Properties
Charge: 0
SMILES string: CNCN.O.O.O
HOMO energy, eV: -9.64
2S+1: 1



b.
This record from the OMol25 dataset describes a 4-piece molecular cluster, C2H14N2O3 overall. The level of theory is ωB97M-V/def2-TZVPD.

XYZ file:
```
21
C2H14N2O3, DFT ωB97M-V/def2-TZVPD
N 1.58 -1.87 -1.85
C 1.02 -0.62 -1.32
C 1.98 0.14 -0.24
N 1.32 1.45 0.11
H 1.85 -2.53 -1.26
H 2.39 -1.66 -2.52
H 0.13 -0.81 -0.79
H 0.92 0.09 -2.14
H 2.03 -0.38 0.71
H 2.96 0.22 -0.60
H 1.97 2.13 0.49
H 0.99 1.87 -0.72
O -0.71 1.24 2.90
H -0.99 2.09 3.29
H -0.23 1.47 2.09
O -3.83 -1.52 -0.36
H -3.28 -0.87 0.10
H -3.76 -1.31 -1.25
O -2.39 0.30 0.78
H -1.41 0.29 0.84
H -2.54 0.29 1.75
```

## Properties
Charge: 0
SMILES string: NCCN.O.O.O
HOMO energy, eV: -9.41
2S+1: 1



c.
This record from the OMol25 dataset describes a 4-piece molecular cluster, C2H14N2O3 overall. The level of theory is ωB97M-V/def2-TZVPD.

XYZ file:
```
21
C2H14N2O3, DFT ωB97M-V/def2-TZVPD
N -1.52 -1.91 0.01
C -0.68 -1.09 0.86
C 0.69 -0.85 0.22
N 1.12 0.53 0.35
H -1.06 -2.70 -0.42
H -2.31 -2.29 0.50
H -0.55 -1.52 1.86
H -1.05 -0.10 1.12
H 1.47 -1.51 0.60
H 0.66 -1.19 -0.83
H 2.08 0.62 0.08
H 0.59 1.18 -0.21
O 2.77 1.41 2.96
H 3.40 0.75 2.65
H 3.13 2.24 2.65
O -0.48 2.46 -2.56
H -0.98 1.75 -2.13
H 0.34 2.02 -2.79
O -2.23 0.15 -1.86
H -2.29 -0.46 -1.09
H -3.10 0.51 -1.98
```

## Properties
Charge: 0
SMILES string: NCCN.O.O.O
HOMO energy, eV: -9.09
2S+1: 1



Most stable to least stable, the ends of the list are c and b.